(1)
This record from the OMol25 dataset describes a molecular structure, C26H18BrIN5O5Ta. The level of theory is the ωB97M-V functional and the def2-TZVPD basis.

```
! wB97M-V def2-TZVPD RIJCOSX def2/J DEFGRID3
* xyz 2 1
H 2.79 2.84 1.46
C -1.59 2.27 -1.55
C 6.43 -1.31 -0.98
C 1.90 5.96 3.51
I -1.11 -7.61 -4.47
C -0.97 -5.80 -3.45
N -0.49 1.91 -1.55
O 1.59 -0.18 -1.52
H 3.13 -1.65 -0.39
C -0.58 -5.78 -2.11
C 1.11 2.29 3.67
H 7.30 0.24 -2.22
H 7.38 -1.77 -0.76
C 1.56 4.70 3.09
C 6.40 -0.20 -1.80
C -4.06 2.72 -1.14
C 1.45 3.64 4.02
C -2.83 2.06 -0.86
C -0.81 -3.39 -2.11
C -0.65 -2.13 -1.45
H -0.34 -6.70 -1.60
N -5.03 3.27 -1.41
H 2.13 5.40 6.85
Br 0.54 -0.14 2.26
C 1.98 5.20 5.80
H 2.59 0.98 -2.84
C 4.00 -0.11 -1.60
N 2.58 1.79 -0.92
C 1.64 3.93 5.38
C 2.01 2.10 1.32
H -1.59 -4.64 -5.16
O -0.07 -2.02 -0.28
C 2.12 6.22 4.86
H -1.46 -2.49 -3.96
C 5.19 0.41 -2.12
C -1.21 -3.41 -3.45
C -0.49 -4.58 -1.44
H 4.48 1.64 -3.47
H 5.28 -2.72 0.16
H 3.46 2.26 -0.76
Ta 0.14 -0.02 -0.46
H -0.19 -4.55 -0.41
H 1.31 4.54 2.05
C 2.69 0.61 -1.82
H 1.98 6.77 2.80
O -1.00 -1.00 -1.95
H 0.70 1.68 4.47
O 5.24 1.53 -2.89
H 1.54 3.13 6.11
H 2.37 7.22 5.19
O -1.57 0.59 0.28
N 1.83 1.53 0.18
C 4.05 -1.24 -0.78
C 5.26 -1.84 -0.47
N -2.72 1.16 0.06
C -1.29 -4.61 -4.12
C 1.27 1.69 2.47
*
```

---

(2)
This record from the OMol25 dataset describes 8 unconnected molecules or ions with the total composition C31H64NO15S7. The level of theory is the ωB97M-V functional and the def2-TZVPD basis.

```
! wB97M-V def2-TZVPD RIJCOSX def2/J DEFGRID3
* xyz 1 1
C 0.13 0.78 5.39
H -1.78 5.29 -0.82
H 0.25 1.14 6.29
H 0.35 -1.39 3.58
H 2.95 -4.22 -5.87
H 3.10 1.27 1.82
H -3.55 4.91 -0.78
H -4.99 -3.31 3.42
H 0.09 -1.66 -0.92
C -1.28 2.59 -4.81
C 0.06 -6.33 2.94
H -1.18 3.08 -3.94
C -3.01 2.13 0.75
H -3.95 1.42 0.32
H -0.24 -6.25 3.89
O 0.69 0.75 -2.81
H 1.24 -2.50 4.74
H -0.97 -0.66 0.05
C 2.62 -3.55 -5.07
S 2.82 -2.76 -2.59
C -4.18 -1.53 2.73
C -0.68 -1.71 5.48
H 2.14 -0.15 4.65
H 1.76 -0.38 6.23
H 1.37 2.82 -3.94
H 3.93 5.28 -3.72
H 2.78 5.58 0.33
S 2.41 5.23 -1.94
H 4.39 7.43 0.14
C -0.21 -4.77 2.59
H 1.94 -6.44 0.72
C -4.98 -3.15 0.86
H 1.94 -2.82 -5.47
H 5.12 5.63 -1.53
H 4.03 -2.05 -4.60
H 0.09 -1.74 0.41
C 2.59 6.29 -0.57
S -1.36 -0.11 5.46
H -3.37 5.34 1.17
H -3.15 -1.53 3.22
C 1.16 2.33 -4.82
O -2.02 0.16 6.70
H -5.89 -2.14 3.97
H -4.38 -0.31 2.78
C 3.63 -2.92 -4.15
C -1.21 1.11 -4.61
C -2.68 4.51 -0.33
H 3.34 -5.63 1.84
C -2.74 4.64 1.02
H 0.69 -2.99 -3.32
S -2.32 2.90 -0.74
H -2.18 1.60 0.95
O 1.06 5.43 -2.56
O -4.02 -0.76 0.37
H -1.23 -2.58 5.05
O -2.08 0.15 4.22
H -1.59 0.70 -5.45
C 0.55 -1.54 4.73
C 0.10 3.00 -5.37
C 1.08 1.10 0.96
C 2.15 -5.92 1.74
H 0.19 4.15 -5.03
H -0.17 -1.88 6.41
C 2.31 1.99 1.10
H 5.55 7.12 -2.49
H -0.21 -4.17 3.58
H -4.80 -4.22 0.95
H 0.89 0.34 -1.07
H 0.07 1.52 4.61
H 1.68 6.90 -0.38
C 1.37 -3.84 -3.10
O -0.89 2.74 -0.72
H 2.07 3.07 1.50
S 0.54 0.81 -4.26
H -6.83 -3.49 1.97
H 3.27 7.06 -3.49
O 2.97 3.96 -1.50
C 3.62 6.08 -2.98
C 3.79 7.20 -0.88
H 2.28 -5.37 -3.89
H -1.74 4.79 1.31
O 1.85 -3.31 2.02
C -5.31 -2.39 3.02
H 1.89 1.95 -5.54
O 0.62 -4.38 0.20
S -3.69 -2.01 1.05
H 4.50 -3.66 -3.96
S 1.17 -4.43 1.52
H 2.12 -0.41 -0.08
C 1.57 -6.55 2.83
C -6.07 -2.78 1.71
H -2.06 2.87 -5.66
H -6.70 -2.01 1.32
O -3.13 2.42 -1.85
H 2.11 -6.29 3.64
H 1.01 -4.50 -2.26
H 0.22 3.11 -6.67
H 2.87 2.05 0.29
H -4.44 3.15 1.71
C 4.55 6.52 -2.03
H -1.10 -4.86 2.17
O 3.42 -3.49 -1.54
C 0.10 -1.04 -0.14
N 1.04 0.06 -0.11
H -1.76 0.64 -3.87
O 0.99 -0.19 -5.10
H -5.35 -3.09 -0.17
H -2.92 3.14 2.73
O -2.43 -2.68 0.99
C -3.33 3.28 1.66
H 0.83 -4.94 -4.74
O 2.29 -1.43 -2.33
H 1.86 -7.59 2.90
C 1.66 -4.50 -4.15
O 0.09 1.31 1.69
H -0.45 -7.15 2.18
C 1.24 -0.33 5.28
H 3.42 8.05 -1.19
*
```

---

(3)
This record from the OMol25 dataset describes a molecular structure, C24H50GeN5O4PY. The level of theory is the ωB97M-V functional and the def2-TZVPD basis.

```
! wB97M-V def2-TZVPD RIJCOSX def2/J DEFGRID3
* xyz 1 1
H -1.74 -3.15 -2.77
Y 0.91 0.69 0.93
H 5.46 0.42 0.05
N -0.20 -1.82 -2.17
O 0.27 0.78 3.41
C 0.27 -3.92 -3.13
H 0.74 -2.84 4.50
H 0.12 -4.35 -1.03
H 6.12 1.39 1.38
N -1.76 3.71 3.11
H 0.79 2.79 -5.74
H -1.82 -4.17 2.11
H 1.89 -1.98 -1.79
H 0.89 -2.15 -0.36
H 1.18 -1.27 -4.65
H -0.79 -3.74 4.61
O 0.17 0.48 -1.15
H -2.84 2.77 4.66
C 5.52 0.51 1.14
H -0.73 2.25 -3.54
H -2.83 5.00 1.84
C 3.04 2.41 1.13
H 1.28 -0.89 3.89
H 2.02 -0.17 -3.54
H -4.16 -1.74 -2.56
C 0.24 -0.58 3.81
H -1.99 4.26 5.13
H -0.29 -0.69 4.76
O -0.82 -0.77 1.67
H 3.72 3.16 1.54
C -0.40 -1.39 2.68
C -2.83 0.07 -0.96
H -0.80 1.85 4.79
C 0.02 -3.44 3.95
H -3.29 0.89 -3.84
H -5.20 -0.51 -3.28
N -0.06 0.24 -3.80
H -4.68 1.06 -1.47
Ge 3.74 0.65 1.94
H -2.63 -0.72 -4.14
P -0.53 -0.22 -2.30
C -2.54 3.76 4.33
H 6.04 -0.37 1.52
H 0.53 -4.33 3.59
H 4.39 0.24 4.39
H -1.44 -2.87 0.95
C -4.30 0.04 -1.35
H 1.05 -3.68 -3.86
C -4.29 -0.67 -2.70
C 4.00 1.10 3.85
C -3.06 -0.07 -3.37
C 0.83 -3.88 -1.72
N -2.12 0.13 -2.25
H -0.24 -4.13 1.29
C -0.88 1.52 3.75
C 2.43 -0.67 1.50
C 1.24 -0.23 -4.32
H 1.79 -4.38 -1.62
H 3.05 1.39 4.30
C -1.04 -3.52 1.72
C -0.96 2.69 2.79
H 1.05 0.42 -6.36
O -0.30 2.65 1.74
H 3.20 2.42 0.05
H -1.79 0.92 3.64
H 4.70 1.93 3.98
C 0.94 -2.38 -1.42
H -1.11 4.79 1.44
H -1.59 5.78 2.84
C 0.94 2.05 -4.95
H -3.45 4.33 4.14
H -2.55 -0.83 -0.40
N -0.49 -2.71 2.80
H -0.17 -4.88 -3.41
H -2.57 0.93 -0.34
H -1.16 1.51 -5.09
H 2.06 2.85 1.35
H 2.88 -1.67 1.58
C -1.83 4.89 2.25
H 1.58 2.49 -4.18
H 2.62 0.81 -5.65
C 1.55 0.74 -5.45
H -0.91 -2.34 -4.10
H -4.92 -0.45 -0.60
C -0.38 1.58 -4.33
C -0.77 -2.79 -3.12
*
```

---

(4)
This record from the OMol25 dataset describes a molecular structure, C8H16F4Li3N2O12S6. The level of theory is the ωB97M-V functional and the def2-TZVPD basis.

```
! wB97M-V def2-TZVPD RIJCOSX def2/J DEFGRID3
* xyz 1 1
O 1.81 -6.18 -0.61
C 0.00 2.93 -4.91
S -5.14 -0.51 -1.42
S -5.01 -2.88 -1.65
H 4.11 2.14 4.08
O 2.74 -3.94 -0.78
O -4.20 -4.11 -1.62
S 1.62 -4.76 -0.41
O 0.00 0.55 -2.38
H 1.34 -0.29 -5.30
H 3.95 3.73 3.97
S 1.01 1.02 -3.33
C 2.97 2.94 5.75
F -4.67 0.54 -0.33
H 2.20 0.92 5.82
F 0.49 -4.49 -1.59
S 1.74 -4.35 1.81
H -0.36 0.00 -4.91
H 1.17 1.98 6.80
H 1.29 2.13 -6.33
O 2.44 0.75 -3.11
Li -2.05 -6.20 0.56
H 1.78 3.22 -3.79
H 1.79 3.93 3.34
C 3.33 2.88 4.26
C 2.05 2.88 3.43
H 0.23 3.84 -5.46
H 2.73 3.92 6.16
O -4.42 -0.08 -2.61
Li -1.61 -1.90 1.08
N -4.61 -1.60 -0.53
H 0.32 3.35 -2.78
S 0.70 2.11 4.36
C 0.61 0.48 -5.05
F 0.73 -4.11 3.02
H -0.26 1.67 -6.77
H -1.08 2.92 -4.76
O 2.57 -3.16 1.90
C 0.37 1.76 -5.89
F -6.17 -3.47 -0.70
H 2.14 2.49 2.42
Li -5.72 -1.42 2.59
O -6.60 -0.42 -1.38
O 2.35 -5.63 2.19
O -0.30 3.18 4.62
C 1.81 1.93 5.91
H 3.86 2.61 6.28
O 0.38 0.83 3.73
O -5.73 -2.64 -2.90
N 0.54 -4.34 0.84
C 0.77 2.83 -3.63
*
```

---

(5)
This record from the OMol25 dataset describes a molecular structure, C24H7F15GeN2O11P2SW. The level of theory is the ωB97M-V functional and the def2-TZVPD basis.

```
! wB97M-V def2-TZVPD RIJCOSX def2/J DEFGRID3
* xyz 2 1
H 4.05 0.83 3.25
F -0.82 2.19 -0.31
O -2.47 0.50 0.12
C 3.98 -2.08 -2.14
C -1.36 -0.73 -3.68
C 3.29 0.37 4.96
C -3.57 -2.07 -2.75
C -2.53 -1.74 -1.91
C 0.18 2.36 -1.21
Ge 0.21 -0.59 -1.26
C -1.50 -0.82 5.04
H -2.18 -1.20 4.29
F -2.28 -0.77 -5.84
F -4.64 -2.69 -2.29
C 2.89 -1.44 -1.63
C -0.21 -0.40 4.43
O -3.75 1.27 2.18
C 2.51 -3.46 -3.44
O -1.28 1.77 2.16
P -2.63 2.53 2.53
O -4.60 -0.72 0.84
O 0.89 1.00 0.99
F 5.21 -1.74 -1.78
C 1.92 0.83 1.88
F 0.22 -3.17 -3.36
C 1.95 0.15 4.33
F -0.09 4.66 -0.84
C -2.36 -1.08 -4.56
N 0.93 -0.26 5.13
H -1.33 -1.60 5.78
F -4.45 -2.06 -4.91
F 2.33 -4.46 -4.28
O -2.88 3.44 1.29
N 0.07 -0.11 3.16
C 1.41 0.25 3.10
S 0.30 -1.76 0.71
C 3.78 -3.09 -3.07
H -5.38 -0.87 1.41
H 1.05 -0.38 6.13
O 3.36 0.23 6.15
O -2.82 3.00 3.88
H -1.97 0.02 5.55
O 4.30 0.69 4.18
O 3.04 1.14 1.65
C 2.14 2.84 -3.01
F -0.30 -0.08 -4.18
C -3.47 -1.74 -4.08
C 0.54 3.66 -1.45
F 3.07 -0.47 -0.73
C 1.55 3.90 -2.36
F 3.10 3.05 -3.88
C -1.41 -1.04 -2.32
C 1.42 -2.78 -2.94
F -2.67 -2.12 -0.63
W -0.86 0.24 1.16
C 0.75 1.26 -1.81
H -3.37 4.27 1.47
O -2.27 -0.76 2.08
F 4.82 -3.70 -3.59
C 1.73 1.54 -2.75
P -3.37 0.03 1.30
C 1.59 -1.73 -2.05
F 1.93 5.13 -2.61
F 2.32 0.60 -3.49
*
```

---

(6)
This record from the OMol25 dataset describes 6 unconnected molecules or ions with the total composition C3H19NO5S. The level of theory is the ωB97M-V functional and the def2-TZVPD basis.

```
! wB97M-V def2-TZVPD RIJCOSX def2/J DEFGRID3
* xyz 0 1
H 1.34 -2.09 1.11
H -0.27 0.91 -2.05
H 1.78 1.13 0.05
H -0.15 1.39 3.02
H -1.83 -3.29 0.97
H -1.05 2.11 0.03
H 2.07 3.19 -1.13
H 0.46 3.63 -0.73
S 0.25 2.25 2.20
H -1.82 -0.32 1.87
H -0.61 -2.71 1.68
N 0.48 0.46 -1.42
H -0.56 0.34 0.69
O 1.34 -1.21 0.78
H 0.95 -1.52 -2.67
H 1.26 0.22 -2.01
C 0.88 1.47 -0.41
O -1.04 -3.54 1.49
H 2.03 -1.09 0.07
H -0.64 -1.79 -1.03
H -2.82 0.88 1.78
H -1.04 -1.19 0.36
O -1.39 -1.95 -0.41
H 0.37 2.84 -2.16
C 1.00 2.81 -1.18
O 1.26 -2.42 -2.28
H 0.64 -2.19 -1.55
C -0.34 1.48 0.54
O -2.55 0.19 2.36
*
```

---

(7)
This record from the OMol25 dataset describes C6H12O in the gas phase. The level of theory is the ωB97M-V functional and the def2-TZVPD basis.

```
! wB97M-V def2-TZVPD RIJCOSX def2/J DEFGRID3
* xyz 0 1
H 1.50 0.45 -2.49
H -1.45 2.16 1.68
H -0.69 -2.79 0.15
H -0.43 2.24 0.23
H 2.81 0.04 -0.37
H 1.57 0.99 0.59
C 1.00 0.64 -1.54
C -0.67 -1.97 0.88
C 0.67 -0.55 -0.69
C -1.17 1.63 0.77
H 0.96 -1.52 -1.10
H -2.06 1.52 0.13
H 0.22 -2.09 1.52
H -1.56 -2.02 1.51
C -0.60 -0.62 0.16
C 1.78 0.37 -0.28
H -1.48 -0.52 -0.49
O -0.67 0.38 1.16
H 0.30 1.47 -1.57
*
```

---

In Eh, the HOMO-LUMO gap values for the records above are, in order, 0.2130; 0.3609; 0.2204; 0.2054; 0.1743; 0.3481; 0.4021.
In Eh, the total energy values for the records above are, in order, -4579.7003; -5189.3531; -3975.7686; -4137.5253; -6578.4852; -954.7034; -311.0004.